1.
16
Properties=species:S:1:pos:R:3:forces:R:3 method="wB97M-V/def2-TZVPD" lumo_energy_ev="-4.389 / -4.033" total_charge=+1 relative_energy_kcal_mol=117.6 energy_ha=-287.9757 homo_energy_ev="-12.4 / -13.1"
O 1.647 0.311 -0.362 -1.873 2.236 -0.814
N -0.519 1.206 -0.275 -0.774 -0.776 0.282
C -2.298 -0.441 0.212 1.237 0.526 -2.222
C -1.233 -0.075 -0.780 1.194 2.494 4.784
C 0.583 0.531 0.374 -0.496 -1.956 0.032
C 2.574 -0.602 0.032 3.625 -1.890 0.414
H -1.138 1.679 0.428 0.793 -0.053 -0.963
H 3.600 -0.072 0.152 -1.725 -1.243 -0.573
H 2.546 -1.514 -0.594 0.563 1.003 -0.916
H 0.554 0.153 1.409 -0.456 0.469 -0.645
H -1.090 -0.265 -1.765 0.515 -0.648 -2.652
H -2.251 -1.487 0.265 -0.708 -1.531 0.393
H 2.390 -1.177 0.914 -0.673 0.655 1.590
H -0.159 1.835 -0.984 -0.152 0.464 -0.283
H -3.227 -0.047 -0.158 -0.807 -0.052 0.298
H -1.978 -0.033 1.132 -0.262 0.302 1.273

---

2.
16
Properties=species:S:1:pos:R:3:forces:R:3 method="wB97M-V/def2-TZVPD" lumo_energy_ev=-6.093 total_charge=+1 relative_energy_kcal_mol=52.6 energy_ha=-288.0793 homo_energy_ev=-11.7
O -0.874 -1.861 1.402 0.209 0.289 0.003
N -0.323 3.691 -1.025 -0.025 -0.114 -0.309
C -0.311 2.420 -1.088 -0.105 0.169 -0.022
C 0.243 -1.753 0.613 -0.144 -0.322 -0.511
C 0.318 -0.529 -0.251 -0.155 0.114 0.211
C 1.118 -2.744 0.540 -0.075 0.111 0.224
H 0.345 0.364 0.393 0.121 -0.027 -0.009
H -0.563 -0.449 -0.899 -0.001 -0.140 0.016
H -1.155 4.203 -0.743 0.130 0.002 0.294
H 1.210 -0.555 -0.874 0.028 0.035 0.043
H 1.938 -2.691 -0.160 0.066 -0.010 0.086
H 0.470 4.238 -1.347 -0.033 0.077 -0.066
H -1.329 -1.013 1.430 -0.044 -0.138 0.119
H -1.155 1.862 -0.705 -0.082 -0.005 -0.165
H 0.533 1.906 -1.532 0.094 0.010 0.176
H 1.015 -3.609 1.179 0.015 -0.052 -0.089

---

3.
16
Properties=species:S:1:pos:R:3:forces:R:3 method="wB97M-V/def2-TZVPD" lumo_energy_ev=-3.500 total_charge=+1 relative_energy_kcal_mol=0.0 energy_ha=-288.1631 smiles="CC(=O)[C@@H](C)[NH3+]" homo_energy_ev=-15.3
O 0.759 1.831 -0.119 0.137 0.225 -0.255
N 0.086 0.430 1.790 0.323 0.520 0.089
C 0.123 0.901 -0.558 -0.230 -0.289 0.634
C -0.390 -0.123 0.490 -0.022 -0.175 -0.415
C 0.171 -1.516 0.251 -0.088 0.024 0.044
C -0.184 0.652 -1.978 0.094 0.226 -0.431
H -1.103 0.088 -2.109 -0.079 -0.056 0.008
H 1.258 -1.501 0.237 0.142 -0.003 -0.005
H -0.657 0.695 2.440 0.128 -0.092 -0.114
H 0.636 0.079 -2.416 0.036 -0.098 0.013
H -0.229 1.594 -2.520 -0.032 0.000 0.040
H 0.607 1.315 1.442 -0.251 -0.442 0.357
H -0.166 -2.201 1.025 -0.024 -0.066 0.045
H 0.745 -0.197 2.262 -0.196 0.156 -0.045
H -1.482 -0.141 0.464 0.091 0.081 0.121
H -0.174 -1.905 -0.702 -0.030 -0.010 -0.082

---

4.
16
Properties=species:S:1:pos:R:3:forces:R:3 method="wB97M-V/def2-TZVPD" lumo_energy_ev=-4.447 total_charge=+1 relative_energy_kcal_mol=43.7 energy_ha=-288.0935 smiles="C[N+](C)=CCO" homo_energy_ev=-15.1
O 2.314 0.375 0.348 0.852 2.053 1.884
N -0.624 -0.066 0.191 -1.397 -1.323 -0.167
C 0.299 -0.804 -0.346 -0.285 0.964 0.690
C -0.448 1.308 0.679 2.156 0.719 -0.141
C 1.759 -0.582 -0.390 0.201 -2.086 -1.407
C -2.129 -0.442 0.035 0.651 -0.307 -3.293
H 1.953 -0.408 -1.439 -0.178 0.064 -1.061
H 0.079 -1.687 -0.944 -0.744 -0.017 0.448
H -2.805 0.392 0.249 0.730 0.053 0.055
H -1.141 1.966 0.109 0.857 -0.419 0.183
H -0.699 1.391 1.717 -0.473 -0.278 0.626
H 0.677 1.561 0.643 -2.126 -0.064 -0.375
H -2.608 -1.350 0.428 1.284 0.103 0.748
H 3.227 0.552 0.082 -0.215 -0.096 0.082
H -2.119 -0.636 -1.095 -0.701 0.468 1.449
H 2.265 -1.571 -0.267 -0.614 0.166 0.280

---

5.
16
Properties=species:S:1:pos:R:3:forces:R:3 method="wB97M-V/def2-TZVPD" lumo_energy_ev=-5.408 total_charge=+1 relative_energy_kcal_mol=41.0 energy_ha=-288.0977 homo_energy_ev=-14.6
O -2.899 0.674 -1.700 -0.614 0.048 -0.094
N 0.780 -0.784 -0.374 1.572 -0.241 -0.192
C 1.734 -1.639 -0.314 -1.395 -0.922 1.196
C 0.718 0.007 2.049 1.647 0.909 -0.931
C -0.051 1.356 0.083 0.951 0.296 0.182
C 0.600 0.299 0.566 -2.132 0.107 -0.195
H 1.639 -0.546 2.223 -0.227 -0.334 0.436
H -0.233 2.185 0.748 -0.251 0.034 0.063
H 0.201 -0.835 -1.211 -0.495 0.166 0.270
H 0.907 0.984 2.494 -0.207 -0.103 0.261
H 2.416 -1.623 0.523 0.233 0.282 -0.048
H -0.161 -0.435 2.489 -0.177 -0.365 -0.059
H -3.513 0.879 -2.424 0.489 -0.029 -0.041
H 1.618 -2.580 -0.839 0.502 0.373 -0.836
H -0.277 1.515 -0.958 -0.146 -0.168 -0.190
H -3.527 0.568 -0.975 0.251 -0.054 0.178

---

6.
16
Properties=species:S:1:pos:R:3:forces:R:3 method="wB97M-V/def2-TZVPD" lumo_energy_ev=-4.763 total_charge=+1 relative_energy_kcal_mol=33.8 energy_ha=-288.1093 smiles="CC(C)(O)C=[NH2+]" homo_energy_ev=-15.3
O -0.174 1.131 0.935 -0.925 0.284 0.505
N -2.173 0.142 -0.043 -0.168 1.432 0.381
C -1.105 -0.506 -0.360 -2.364 -1.383 -1.846
C 1.063 0.696 -1.015 -1.112 -1.872 -1.402
C 0.829 -1.104 0.870 0.646 0.072 -3.031
C 0.140 0.085 0.054 2.409 0.023 1.796
H -3.135 -0.224 -0.093 0.749 0.211 -0.290
H 1.253 -1.811 0.076 -0.821 0.478 1.473
H 0.640 1.549 1.220 0.142 0.214 0.062
H 0.386 -1.528 1.747 -0.935 -0.352 -0.009
H 1.764 -0.045 -1.370 -0.162 -0.468 -0.633
H 0.372 1.028 -1.795 0.618 0.076 -0.333
H 1.719 1.498 -0.787 0.037 0.959 1.211
H -1.210 -1.520 -0.950 0.438 2.092 1.498
H -2.015 1.165 0.297 -0.390 -2.343 -0.218
H 1.646 -0.557 1.215 1.839 0.575 0.836

---

7.
16
Properties=species:S:1:pos:R:3:forces:R:3 method="wB97M-V/def2-TZVPD" lumo_energy_ev=-3.599 total_charge=+1 relative_energy_kcal_mol=14.6 energy_ha=-288.1399 smiles="C[C@@H]([NH3+])CC=O" homo_energy_ev=-14.3
O 1.717 -0.202 1.254 -0.142 -0.146 -0.008
N -1.198 -0.994 0.488 -0.464 0.318 0.318
C 0.626 0.051 -0.832 0.091 -0.210 -0.227
C -1.707 1.085 -0.810 0.354 0.142 -0.638
C -0.627 0.349 -0.021 -0.187 -0.333 -0.430
C 1.820 -0.225 0.054 0.030 -0.022 0.344
H 0.853 0.853 -1.538 0.040 0.256 0.275
H -2.221 -0.978 0.414 0.178 -0.066 -0.008
H -1.941 2.047 -0.368 -0.332 -0.110 0.273
H 0.462 -0.792 -1.522 0.022 -0.031 0.189
H -0.865 -1.812 -0.023 0.115 0.047 0.024
H -1.368 1.328 -1.820 0.102 -0.156 0.071
H 2.791 -0.452 -0.406 -0.013 0.057 -0.252
H -0.389 0.851 0.907 0.239 0.271 -0.026
H -0.985 -1.103 1.482 0.270 -0.207 -0.081
H -2.589 0.469 -0.962 -0.304 0.188 0.178

---

8.
16
Properties=species:S:1:pos:R:3:forces:R:3 method="wB97M-V/def2-TZVPD" lumo_energy_ev="-2.872 / -7.238" total_charge=+1 relative_energy_kcal_mol=67.0 energy_ha=-287.8700 multiplicity=3 homo_energy_ev="-12.9 / -16.0"
O 0.800 0.759 0.373 -2.618 -3.036 -2.381
N 0.236 -0.317 -0.330 -1.033 2.671 0.498
C -1.213 0.099 -1.134 4.507 -1.053 1.971
C -1.964 1.188 -0.743 -1.816 3.423 0.021
C 1.404 0.526 1.603 3.093 -1.526 1.823
C 0.878 -1.564 -0.506 -1.465 -3.684 1.779
H 1.930 1.439 1.666 1.347 0.729 0.338
H -1.349 -0.674 -1.795 -0.487 -1.449 -1.442
H 0.297 -2.232 -1.180 0.114 1.157 -0.227
H 1.895 -1.602 -0.821 0.874 0.748 -0.144
H 0.890 0.503 2.533 -2.319 0.150 0.186
H 0.795 -2.352 0.400 0.309 2.229 -1.026
H -1.605 1.988 -0.054 1.017 -0.527 -1.015
H -2.804 0.953 -0.077 -0.786 -0.511 -0.721
H 2.077 -0.383 1.836 -0.610 1.247 -1.719
H -2.265 1.671 -1.769 -0.127 -0.568 2.058

---

9.
16
Properties=species:S:1:pos:R:3:forces:R:3 method="wB97M-V/def2-TZVPD" lumo_energy_ev="-3.290 / -8.689" total_charge=+1 relative_energy_kcal_mol=41.6 energy_ha=-287.9105 multiplicity=3 homo_energy_ev="-15.6 / -15.6"
O -3.880 1.736 0.586 0.031 -0.004 -0.044
N -0.929 2.117 -0.867 2.946 0.383 3.430
C 0.363 -2.391 1.732 -2.321 -4.255 -1.625
C -2.822 1.952 0.298 -1.228 -0.043 0.524
C -0.299 3.296 -0.420 -1.373 4.324 -3.491
C -0.405 0.829 -0.672 0.772 0.038 -3.556
H 0.089 3.865 -1.420 0.262 -1.584 2.245
H -1.011 4.156 -0.204 0.119 -1.402 0.197
H -0.451 -1.801 1.991 -2.017 0.539 0.651
H 0.724 -2.936 2.539 0.929 -0.348 1.724
H -1.161 0.282 -1.181 -0.321 -1.718 -0.430
H 0.351 3.241 0.461 0.277 -0.728 -0.481
H -0.082 0.329 0.213 -0.771 0.541 1.952
H 1.002 -1.747 1.319 3.242 2.076 -1.679
H 0.096 -3.268 1.004 0.167 2.022 0.915
H 0.568 0.762 -1.222 -0.714 0.158 -0.334

---

10.
16
Properties=species:S:1:pos:R:3:forces:R:3 method="wB97M-V/def2-TZVPD" lumo_energy_ev="-10.148 / -14.044" total_charge=+2 relative_energy_kcal_mol=14.0 energy_ha=-287.6199 multiplicity=2 homo_energy_ev="-21.8 / -21.8"
O 1.872 -0.203 1.274 0.352 0.095 0.123
N -1.440 -0.959 0.434 0.109 -0.104 0.205
C 0.616 -0.064 -0.733 0.593 0.023 -0.525
C 1.939 -0.141 0.092 -0.566 -0.315 0.028
C -0.684 0.286 -0.022 0.085 0.077 -0.139
C -1.555 1.140 -0.936 -0.443 0.111 -0.294
H 2.907 -0.185 -0.459 0.062 0.059 0.084
H -2.620 0.959 -0.781 -0.006 0.084 0.247
H 0.630 -0.989 -1.315 -0.089 -0.279 0.030
H -1.385 2.200 -0.757 0.107 -0.022 0.057
H -0.433 0.836 0.874 -0.261 0.145 0.355
H 0.878 0.681 -1.487 -0.057 0.348 0.027
H -1.336 -1.130 1.444 0.010 -0.089 -0.218
H -1.165 -1.806 -0.071 -0.007 -0.083 0.073
H -2.444 -0.851 0.261 -0.094 0.120 0.031
H -1.399 0.958 -1.997 0.204 -0.169 -0.085

---

11.
17
Properties=species:S:1:pos:R:3:forces:R:3 method="wB97M-V/def2-TZVPD" lumo_energy_ev=4.245 total_charge=-1 relative_energy_kcal_mol=61.6 energy_ha=-363.6262 homo_energy_ev=-4.0
O 0.140 0.730 -0.745 -0.260 -0.308 0.090
O -1.023 -1.189 0.268 -0.117 -1.010 -0.576
N 1.229 1.993 1.000 -0.244 -0.593 1.160
C 0.049 1.805 0.091 0.764 -1.257 -0.126
C -1.209 -2.157 -0.625 -0.090 -0.294 -0.211
C -2.102 -3.174 -0.448 0.700 -0.030 -0.158
C 2.527 1.682 0.402 -1.205 -0.096 -0.709
H -2.343 -3.903 -1.231 0.481 0.313 0.288
H 1.127 1.318 1.762 -0.238 0.216 -0.222
H -0.513 -0.393 -0.242 0.609 1.024 0.268
H -0.836 1.737 0.759 0.206 0.314 -0.036
H 3.244 1.519 1.198 0.404 0.550 0.021
H -0.527 -2.086 -1.544 -1.287 -0.038 0.958
H 0.027 2.712 -0.492 -0.315 0.859 -0.345
H 2.722 2.518 -0.287 0.701 -0.339 0.209
H -2.517 -3.377 0.546 -0.143 0.455 -0.440
H 2.479 0.741 -0.167 0.034 0.232 -0.172

---

12.
17
Properties=species:S:1:pos:R:3:forces:R:3 method="wB97M-V/def2-TZVPD" lumo_energy_ev=-3.370 total_charge=+1 relative_energy_kcal_mol=80.4 energy_ha=-363.3076 smiles=C[N@@H+]1CO[C@@H](O)C1 homo_energy_ev=-14.9
O -0.315 -0.507 -1.356 0.282 -1.622 -0.564
O 1.623 -1.831 -0.925 0.476 -2.971 -2.108
N 0.025 0.846 0.456 0.991 1.108 1.634
C -0.029 0.764 -1.055 1.351 -0.138 0.145
C 0.382 -1.491 -0.610 -1.179 2.801 2.888
C -1.314 1.124 0.936 -2.093 2.213 -0.519
C 0.644 -0.444 0.934 -0.921 -2.824 -2.265
H -2.122 0.476 0.538 1.015 -0.239 0.443
H -0.306 -2.324 -0.714 -0.174 -0.120 1.093
H -1.265 1.191 2.006 -0.463 -0.143 0.475
H -1.606 2.147 0.505 0.495 -1.268 0.880
H 1.718 -0.294 0.883 -0.002 -0.256 0.386
H -0.775 1.302 -1.564 -1.095 1.475 0.193
H 0.667 1.689 0.808 -1.620 -2.277 -1.223
H 1.491 -2.752 -1.375 1.208 2.365 0.892
H 0.259 -1.030 1.852 0.344 1.803 -1.442
H 0.923 1.135 -1.319 1.385 0.092 -0.910